Entry from the Open Molecules 2025 dataset: an isolated molecule of C3H7N3OS (ωB97M-V/def2-TZVPD).

Structure (XYZ):
```
15
Properties=species:S:1:pos:R:3:forces:R:3:lowdin_charge:R:1
S 0.16493 2.41848 -0.21302 0.2 -0.5 -0.1 0.68
O -2.51530 -0.06767 0.68803 0.8 -0.2 -1.2 -0.07
N 0.21972 -0.30846 -0.33173 -0.4 0.1 -0.2 -0.18
N -0.48546 -1.47446 -0.67814 -1.4 -0.7 -1.3 0.06
N -1.85135 0.76039 -0.30822 -1.3 0.9 0.4 -0.08
C 2.55686 0.16216 0.34687 -0.5 1.9 -1.0 0.01
C 1.50068 -0.61285 0.16187 0.7 -0.2 0.3 -0.18
C -0.43160 0.87418 -0.28590 -1.1 0.7 0.7 -0.81
H -2.13850 0.20266 1.52175 0.2 0.2 0.7 0.09
H 1.54001 -1.64652 0.41852 0.0 -0.6 -0.1 0.10
H 2.40626 1.23625 0.04371 0.8 -1.2 0.5 0.01
H -1.34851 -1.48629 -0.12675 0.3 -0.2 -0.3 0.07
H 3.52742 -0.22674 0.66370 -0.6 0.1 0.1 0.06
H -2.35425 1.67295 -0.19558 1.3 -1.0 -0.5 0.12
H -0.79092 -1.50408 -1.70510 0.9 0.6 1.9 0.14
```
Positions in Å, forces in eV/Å.

Computed properties:
gap between HOMO and LUMO	8.84	eV
maximum force	2.2	eV/A
energy	-20573.9924	eV
E_HOMO	-8.683	eV
total charge	0
energy relative to the best compared isomer or geometry (same formula, charge and spin)	4.1914	eV